ORCA calculation (wB97M-V/def2-TZVPD) on C23H22Cl2N6O2PdS as an isolated structure at a distorted geometry.

Kohn-Sham gap, eV: 6.64
Total charge: +2
2S+1: 1
E_tot, hartree: -2814.600510

Last column: natural (NBO) charge in e.
Geometry (Å):
Pd1 -0.290 -0.411 0.333  0.77
Cl1 1.935 3.839 5.674  0.16
C1 1.198 3.126 4.321  0.01
C2 1.475 1.857 3.973  -0.29
C3 0.754 1.242 2.885  0.28
N1 0.696 0.001 2.626  -0.46
C4 1.631 -1.002 2.493  0.63
O1 1.646 -2.076 3.024  -0.51
C5 2.508 -0.615 1.322  0.11
C6 3.882 -0.663 1.348  -0.20
C7 4.567 -0.304 0.189  -0.11
C8 3.848 0.071 -0.931  -0.22
C9 2.461 0.071 -0.880  0.07
N2 1.799 -0.263 0.225  -0.45
C10 -0.114 2.125 2.003  0.40
C11 -0.391 3.462 2.438  -0.33
C12 0.215 3.935 3.550  0.02
Cl2 -0.099 5.512 4.082  0.17
N3 -0.503 1.568 0.897  -0.55
C13 -1.492 2.214 0.063  0.65
O2 -1.434 3.352 -0.280  -0.46
C14 -2.581 1.242 -0.233  0.07
C15 -3.840 1.680 -0.582  -0.17
C16 -4.847 0.735 -0.739  -0.12
C17 -4.540 -0.597 -0.541  -0.19
C18 -3.245 -0.960 -0.197  0.07
N4 -2.276 -0.056 -0.044  -0.41
H1 2.156 1.250 4.554  0.26
H2 4.398 -0.971 2.245  0.26
H3 5.648 -0.324 0.164  0.25
H4 4.344 0.356 -1.848  0.26
H5 1.863 0.342 -1.740  0.23
H6 -1.038 4.098 1.855  0.28
H7 -4.013 2.739 -0.712  0.27
H8 -5.850 1.039 -1.003  0.26
H9 -5.288 -1.368 -0.659  0.25
H10 -2.974 -1.992 -0.052  0.23
C19 -1.159 -3.430 1.961  -0.41
N5 -0.318 -4.176 1.032  -0.40
C20 0.510 -5.200 1.668  -0.42
C21 -0.185 -3.848 -0.253  0.39
S1 -0.482 -2.279 -0.949  -0.13
N6 0.152 -4.792 -1.138  -0.39
C22 -0.224 -6.197 -0.948  -0.42
C23 0.702 -4.503 -2.462  -0.42
H11 -1.740 -4.148 2.542  0.23
H12 -1.842 -2.792 1.409  0.20
H13 -0.555 -2.833 2.638  0.23
H14 0.882 -4.782 2.603  0.24
H15 1.358 -5.441 1.034  0.22
H16 -0.057 -6.104 1.891  0.22
H17 -0.955 -6.285 -0.151  0.22
H18 0.643 -6.820 -0.730  0.22
H19 -0.680 -6.544 -1.874  0.23
H20 1.337 -3.622 -2.427  0.23
H21 -0.094 -4.349 -3.191  0.22
H22 1.299 -5.362 -2.762  0.23

Forces on atoms 1 to 3 (eV/Å):
Pd -0.38 0.76 -1.19
Cl 0.02 -0.10 -0.05
C -0.06 0.01 -0.05